# 1
This record from the OMol25 dataset describes a single C20H23N3O5 molecule. The level of theory is ωB97M-V/def2-TZVPD.

CARTESIAN COORDINATES (ANGSTROEM)
H  0.83359  -2.57242  3.16851
H  -3.38387  2.30744  -1.71072
C  -3.56587  1.79225  -0.76690
C  2.63994  1.78698  1.20848
C  0.05522  -1.85896  2.88044
O  -0.29434  -1.99350  1.52481
C  -4.33194  0.48953  -0.98954
C  -3.25263  -0.52389  0.78984
H  3.16204  -1.11031  -2.28466
H  0.87780  -1.80175  -2.80522
C  -2.38610  0.71842  1.04936
H  -0.97791  -3.18284  -2.80928
C  2.46556  -1.30168  -1.48328
C  1.96963  -1.39419  0.86498
H  0.39211  -0.84220  3.11069
O  -1.19277  2.51967  -1.84269
C  -1.15655  1.99293  -0.74125
H  4.85753  -1.29540  0.44108
C  0.66843  -1.76864  0.58570
N  -2.28039  1.51827  -0.15035
H  -2.84943  1.31944  1.84380
C  0.25560  -1.91261  -0.75817
H  -0.58978  2.42698  1.94229
O  -4.50313  -0.19915  0.22735
H  3.61177  1.73159  1.67583
C  1.28297  1.65491  -0.76787
H  -3.46340  -1.02793  1.73402
N  3.69368  1.35190  -0.93109
C  -1.51678  -2.39998  -2.26693
C  4.66339  0.44684  -0.56258
H  -3.78637  -0.14205  -1.70673
C  0.14229  1.88976  -0.00787
H  4.00161  2.08443  -1.55388
H  -2.70405  -1.21153  0.13455
H  1.61014  2.27389  3.01366
H  -2.56465  -2.68480  -2.17905
H  -1.43908  -1.45579  -2.81663
H  -4.14605  2.43962  -0.09773
C  1.51467  2.07926  1.95527
C  2.86508  -1.13424  -0.17003
H  -0.85396  -2.07440  3.43922
C  0.26964  2.14421  1.35462
H  1.18426  1.52004  -1.83368
C  1.16692  -1.68803  -1.77356
O  5.83840  0.58999  -0.81600
H  -5.33263  0.69393  -1.37354
C  2.53199  1.59489  -0.16617
O  -1.04731  -2.26746  -0.94581
N  4.16020  -0.63835  0.12046
H  -1.40213  0.37976  1.36611
H  2.30659  -1.26484  1.88012

Calculated values
ΔE to the lowest compared entry with this formula, charge and spin	30.8	kcal per mole
frontier orbital gap	8.82	eV
SMILES	COc1ccc(NC(=O)Nc2cccc(C(=O)N3CCOCC3)c2)cc1OC
multiplicity	1
energy	-35821.28509	eV

Here are the natural (NBO) charges for atoms 1 to 5, given in e:
1. H 0.180
2. H 0.253
3. C -0.258
4. C -0.226
5. C -0.255

# 2
This record from the OMol25 dataset describes a single C17H23N5O2S molecule. The level of theory is ωB97M-V/def2-TZVPD.

CARTESIAN COORDINATES (ANGSTROEM)
H  4.45892  0.52449  -0.32980
H  4.11766  1.33889  1.86846
S  -3.59830  1.50770  -1.10447
C  2.64472  1.23737  0.31115
H  -2.29674  -2.46707  -1.08633
H  -1.46633  0.12213  -2.50869
H  -1.32410  2.94144  1.16696
H  3.82115  -1.96786  -2.74411
C  -2.08280  -3.35756  1.75476
O  1.90159  -0.85164  -1.51685
C  4.21203  -1.21329  -2.06809
C  -1.25141  2.84527  -0.86277
H  -1.59001  -4.24941  2.13455
H  -0.60901  -2.00882  2.53017
N  -0.70272  2.80809  0.37798
H  -3.10534  3.53486  0.09800
H  -3.04356  3.72244  -1.68763
H  -0.32723  -3.11331  -0.30619
H  0.68992  -3.41957  1.09407
C  0.06704  -2.67342  0.60561
C  -2.75057  3.10810  -0.83798
C  3.05920  -0.53680  -1.35725
C  -1.34140  -0.93433  -2.28384
H  -2.57817  -3.61332  0.82046
C  0.58534  2.39224  0.73506
H  4.78068  -0.48092  -2.63686
H  1.02346  1.34682  -1.08492
H  0.69263  -1.82727  0.33306
N  -1.83452  0.03862  1.95928
C  2.31861  2.37512  2.39714
C  -2.78959  0.58783  0.14019
H  4.87328  -1.68908  -1.34652
C  3.12467  1.62960  1.55681
N  -2.31942  -0.67870  -0.04861
O  -0.64877  2.67568  -1.89869
N  -2.50922  1.01771  1.33992
C  1.04919  2.74594  2.00033
C  -1.71715  -0.97460  1.14267
H  -3.40311  -1.22728  -1.70781
H  -0.34062  -1.08395  -1.88841
C  -1.05109  -2.24246  1.55563
H  -1.44030  -1.49540  -3.20902
C  1.38160  1.63118  -0.11080
H  -2.83950  -3.04749  2.47171
H  0.41315  3.31142  2.66411
H  2.68261  2.66399  3.37144
C  -2.40436  -1.40213  -1.29408
N  3.46791  0.44869  -0.50983

Calculated values
ΔE to the lowest compared entry with this formula, charge and spin	0.0	kcal per mole
frontier orbital gap	8.89	eV
SMILES	CCn1c(SCC(=O)Nc2cccc(NC(C)=O)c2)nnc1C(C)C
multiplicity	1
energy	-40384.46839	eV

Here are the natural (NBO) charges for atoms 1 to 5, given in e:
1. H 0.396
2. H 0.206
3. S 0.265
4. C 0.243
5. H 0.211

# 3
This record from the OMol25 dataset describes an isolated ion of composition C2H3N2O2 and charge -1. The level of theory is ωB97M-V/def2-TZVPD.

CARTESIAN COORDINATES (ANGSTROEM)
N  -1.89798  -2.58166  0.82042
C  0.90976  1.13695  -0.00427
H  1.95052  1.22754  -0.23124
O  -1.07369  -0.22380  -1.24207
N  -0.22934  -1.02720  -0.18525
C  -1.14341  -1.78194  0.38745
H  0.61565  1.97855  0.62848
H  0.35839  1.25892  -0.94424
O  0.51010  0.01263  0.77073

Calculated values
ΔE to the lowest compared entry with this formula, charge and spin	96.2	kcal per mole
frontier orbital gap	7.89	eV
SMILES	CON([O-])C#N
net charge	-1
multiplicity	1
energy	-9193.53363	eV

Here are the natural (NBO) charges for atoms 1 to 5, given in e:
1. N -0.483
2. C -0.279
3. H 0.141
4. O -0.719
5. N -0.055

# 4
This record from the OMol25 dataset describes C31H27BNO2P2PbSbSe4 as an isolated structure. The level of theory is ωB97M-V/def2-TZVPD.

CARTESIAN COORDINATES (ANGSTROEM)
C  0.73833  -1.73432  -5.03640
H  -2.49115  0.29269  -1.34650
O  3.27388  1.11081  2.22991
C  3.71100  2.67299  -1.95766
O  1.08947  1.47097  1.66518
H  -3.59187  3.57814  3.61926
C  -2.94787  2.84453  1.70586
C  2.18250  4.99158  1.49888
H  0.22585  4.09881  1.15628
C  -3.89044  -1.51395  0.71992
H  -2.19536  1.89228  -0.05624
C  2.35712  2.90211  -1.76290
H  0.17696  -4.85192  -3.82907
H  3.74737  -0.69626  -1.56669
C  -3.12689  2.75877  3.08187
H  0.44382  2.02522  -1.32144
C  3.51501  4.76685  1.84168
P  -1.16490  -0.77942  0.90277
H  -1.80373  -0.31789  3.61147
H  -2.83764  1.55256  4.83704
C  0.36900  -3.78537  -3.83391
Se  -1.62263  -5.36268  3.61384
H  0.82883  -1.20005  -5.97488
B  2.05421  0.53659  1.99102
C  0.78218  -1.73207  -2.62342
C  1.49794  1.83804  -1.50372
C  1.26743  3.94290  1.41408
H  5.27078  1.19407  -2.03421
C  4.21229  1.37675  -1.89293
H  -3.27967  3.72601  1.16895
C  -3.26358  -3.97572  -0.42314
C  -2.34872  1.80189  1.01247
C  -2.71040  1.62396  3.76485
Se  1.38227  -3.96410  1.24647
C  0.89595  -1.05339  -3.83731
H  -1.21411  -3.43243  -0.09927
C  -1.93252  0.65888  1.69353
H  -4.14247  -0.56815  1.18106
H  -5.93787  -2.08221  0.44225
Se  0.42158  -2.03583  4.60610
H  0.48570  -3.64697  -1.69312
C  3.07556  2.46601  2.02107
C  1.75520  2.68702  1.68471
C  0.47168  -3.09861  -5.03536
C  0.53115  -3.10563  -2.63273
C  3.35613  0.31617  -1.62989
N  -0.58450  -0.30473  -0.63440
C  -2.11694  0.57390  3.07274
H  0.35748  -3.62856  -5.97415
H  -5.38449  -4.25407  -0.60214
Se  2.55998  -5.49668  4.79906
H  4.37991  3.50484  -2.14534
H  5.02231  3.29929  2.38316
C  1.98719  0.53743  -1.44386
H  -3.01801  -4.94179  -0.84834
Sb  0.61272  -4.56834  3.80985
H  -1.74911  -0.99468  -2.28710
C  -1.54489  -0.07673  -1.73604
C  -2.25064  -3.12547  -0.01193
C  -4.59079  -3.59284  -0.27536
H  1.96532  3.91296  -1.79869
P  0.99667  -0.93142  -0.99452
H  1.11449  0.00858  -3.84720
H  1.85049  6.00238  1.29417
Pb  1.19255  -1.61247  2.18631
C  -2.55877  -1.88183  0.54166
C  3.99100  3.48475  2.11348
C  -4.90315  -2.37137  0.30533
H  -1.14296  0.66030  -2.43219
H  4.19674  5.60693  1.90582

Calculated values
ΔE to the lowest compared entry with this formula, charge and spin	10.1	kcal per mole
frontier orbital gap	6.38	eV
multiplicity	1
energy	-330598.60015	eV

Here are the natural (NBO) charges for atoms 1 to 5, given in e:
1. C -0.231
2. H 0.211
3. O -0.651
4. C -0.208
5. O -0.691

no.,largest force on an atom (eV/Å),lowest unoccupied orbital energy (eV),HOMO level (eV)
1,0.65,0.542,-8.281
2,0.99,0.676,-8.211
3,5.19,4.256,-3.634
4,0.65,-0.925,-7.308